Entry 1:
A cluster of 4 separate species, C61H54BClN2O8S in total in a non-equilibrium geometry. Source: OMol25; level of theory: ωB97M-V with the def2-TZVPD basis set.

Atoms and positions in Å:
C (-3.569, -3.174, 1.411)
C (-3.120, -2.490, 0.053)
C (-1.562, -2.150, 0.017)
C (-0.720, -3.501, 0.131)
C (0.744, -3.164, 0.631)
C (0.724, -2.778, 2.181)
C (1.121, -1.242, 2.440)
C (2.238, -1.084, 3.552)
C (1.670, -0.393, 4.882)
C (1.544, -1.444, 6.049)
C (0.800, -0.932, 7.327)
C (0.017, -1.855, 8.175)
C (-0.131, -3.384, 7.879)
Cl (1.492, -4.214, 7.573)
C (-0.824, -4.212, 9.043)
C (-2.372, -4.477, 8.798)
C (-0.684, -1.257, 9.405)
C (-0.593, 0.145, 9.799)
B (-1.348, 0.734, 11.118)
O (-2.232, 1.821, 10.898)
O (-1.105, 0.224, 12.404)
C (0.218, 1.133, 9.004)
N (0.433, 2.458, 9.214)
S (1.458, 2.981, 7.975)
N (1.576, 1.550, 7.165)
C (0.885, 0.505, 7.757)
H (-3.357, -4.284, 1.438)
H (-3.067, -2.665, 2.285)
H (-4.677, -3.056, 1.552)
H (-3.328, -3.207, -0.787)
H (-3.689, -1.531, -0.114)
H (-1.317, -1.740, -1.009)
H (-1.271, -1.420, 0.822)
H (-1.163, -4.238, 0.856)
H (-0.663, -3.958, -0.894)
H (1.364, -4.101, 0.522)
H (1.231, -2.377, -0.013)
H (1.528, -3.408, 2.663)
H (-0.279, -2.993, 2.650)
H (1.464, -0.840, 1.440)
H (0.191, -0.669, 2.707)
H (2.704, -2.066, 3.862)
H (3.070, -0.464, 3.102)
H (2.444, 0.374, 5.181)
H (0.723, 0.152, 4.631)
H (1.028, -2.374, 5.670)
H (2.568, -1.786, 6.388)
H (-0.808, -3.476, 6.975)
H (-0.340, -5.235, 9.028)
H (-0.603, -3.807, 10.074)
H (-3.010, -3.567, 8.946)
H (-2.692, -5.313, 9.491)
H (-2.505, -4.884, 7.754)
H (-1.296, -1.899, 10.097)
H (-1.800, 2.444, 10.282)
H (-1.108, -0.748, 12.343)
C (-1.343, -7.191, -5.410)
C (-2.014, -7.975, -6.345)
C (-3.394, -8.105, -6.281)
C (-4.108, -7.460, -5.275)
C (-3.432, -6.694, -4.323)
C (-2.049, -6.552, -4.401)
C (-4.174, -6.042, -3.216)
O (-3.587, -5.371, -2.389)
C (-5.643, -6.228, -3.131)
C (-6.346, -5.670, -2.066)
C (-7.722, -5.828, -1.984)
C (-8.404, -6.536, -2.970)
C (-7.707, -7.099, -4.030)
C (-6.324, -6.955, -4.108)
C (-5.585, -7.591, -5.226)
O (-6.179, -8.213, -6.086)
H (-0.265, -7.083, -5.466)
H (-1.459, -8.483, -7.125)
H (-3.912, -8.711, -7.014)
H (-1.522, -5.948, -3.672)
H (-5.821, -5.115, -1.297)
H (-8.267, -5.397, -1.151)
H (-9.480, -6.653, -2.908)
H (-8.242, -7.653, -4.792)
C (-0.275, 4.777, 2.094)
C (-0.790, 3.488, 2.195)
C (-0.768, 2.642, 1.095)
C (-0.241, 3.087, -0.115)
C (0.254, 4.387, -0.222)
C (0.245, 5.227, 0.889)
C (0.774, 4.891, -1.517)
O (1.209, 6.024, -1.611)
C (0.747, 3.994, -2.698)
C (1.178, 4.469, -3.935)
C (1.168, 3.632, -5.042)
C (0.737, 2.314, -4.917)
C (0.301, 1.838, -3.689)
C (0.296, 2.678, -2.579)
C (-0.205, 2.169, -1.279)
O (-0.586, 1.019, -1.168)
H (-0.285, 5.434, 2.957)
H (-1.208, 3.142, 3.133)
H (-1.166, 1.637, 1.179)
H (0.640, 6.234, 0.814)
H (1.518, 5.493, -4.040)
H (1.499, 4.006, -6.005)
H (0.737, 1.659, -5.781)
H (-0.038, 0.812, -3.598)
C (7.141, 7.230, -9.971)
C (8.236, 7.637, -9.213)
C (8.093, 7.871, -7.853)
C (6.851, 7.710, -7.246)
C (5.748, 7.325, -8.010)
C (5.899, 7.075, -9.371)
C (4.407, 7.197, -7.387)
O (3.446, 6.858, -8.051)
C (4.258, 7.498, -5.942)
C (2.997, 7.438, -5.354)
C (2.847, 7.704, -4.000)
C (3.959, 8.022, -3.225)
C (5.217, 8.089, -3.807)
C (5.369, 7.836, -5.169)
C (6.712, 7.945, -5.787)
O (7.684, 8.227, -5.112)
H (7.256, 7.039, -11.032)
H (9.203, 7.771, -9.685)
H (8.950, 8.183, -7.267)
H (5.049, 6.763, -9.966)
H (2.128, 7.187, -5.953)
H (1.864, 7.662, -3.546)
H (3.842, 8.223, -2.166)
H (6.079, 8.342, -3.200)

Properties
Charge: 0
HOMO-LUMO gap: 7.589 eV
E: -3951.61694 hartree
HOMO energy: -0.321 Ha

=====

Entry 2:
A cluster of 2 separate species, C5H14N2O in total in a non-equilibrium geometry. Source: OMol25; level of theory: ωB97M-V with the def2-TZVPD basis set.

Atoms and positions in Å:
C (-1.707, -0.754, -1.017)
C (-0.318, 1.784, -0.758)
C (-0.649, -0.642, 0.075)
C (-0.051, 0.751, 0.335)
N (-0.447, 1.204, 1.670)
O (-1.123, -1.238, 1.250)
H (-0.975, -0.589, 1.956)
H (-1.373, 1.623, 1.638)
H (0.197, 1.903, 2.018)
H (-2.576, -0.144, -0.776)
H (-1.316, -0.450, -1.983)
H (-2.038, -1.788, -1.069)
H (0.200, 2.712, -0.515)
H (0.058, 1.438, -1.718)
H (-1.382, 1.996, -0.853)
C (2.216, -1.635, -0.356)
N (2.689, -0.558, 0.144)
H (2.889, -0.623, 1.143)
H (1.068, 0.578, 0.376)
H (2.190, -1.698, -1.442)
H (2.168, -2.598, 0.165)
H (0.281, -1.271, -0.283)

Properties
Charge: 0
HOMO-LUMO gap: 10.398 eV
Relative energy (zero: lowest compared OMol25 entry of this formula, charge and spin): 61.06 kcal/mol
E: -383.60339 hartree
HOMO energy: -0.347 Ha

=====

Entry 3:
The molecule C4H9N3O in a non-equilibrium geometry. Source: OMol25; level of theory: ωB97M-V with the def2-TZVPD basis set.

Atoms and positions in Å:
C (-1.676, 0.575, -0.432)
N (1.476, 0.956, -0.084)
C (0.480, 0.731, 0.762)
N (0.805, 0.940, 2.083)
C (0.203, -1.229, 0.155)
C (-0.047, -1.894, -0.956)
O (1.086, 1.039, -1.425)
N (-0.756, 0.145, 0.592)
H (1.920, 1.213, -1.879)
H (1.773, 1.097, 2.306)
H (0.260, 0.413, 2.748)
H (0.746, -1.597, 1.014)
H (-2.231, -0.309, -0.775)
H (-2.356, 1.295, 0.026)
H (-1.279, 1.029, -1.342)
H (-0.531, -1.445, -1.807)
H (0.128, -2.959, -0.988)

Properties
Charge: 0
HOMO-LUMO gap: 8.885 eV
Relative energy (zero: lowest compared OMol25 entry of this formula, charge and spin): 119.92 kcal/mol
E: -397.15954 hartree
HOMO energy: -0.289 Ha

=====

> charge of number 3 (C4H9N3O)?

0

=====

> The lowest HOMO energy belongs to which entry?

C5H14N2O

=====

> Which value of charge does entry 1 give?

0

=====

> Among the records above, which one has the lowest E?

C61H54BClN2O8S